Here is the ion C4H7N2 with charge +1 from OMol25. Energies are from the ωB97M-V functional and the def2-TZVPD basis.

Last column: Löwdin charge in e.
CARTESIAN COORDINATES (ANGSTROEM)
C  -1.312  1.440  -2.081  0.1289
C  -0.911  -0.103  0.064  0.0104
C  1.222  -0.518  1.417  -0.0718
C  0.296  -0.923  0.274  -0.1839
N  -0.125  0.951  -2.166  0.2933
N  -0.884  0.668  -0.956  -0.0019
H  -1.870  2.146  -2.628  0.1427
H  -1.724  0.010  0.889  0.2025
H  0.841  -0.666  2.456  0.1030
H  2.215  -0.888  1.515  0.0816
H  1.342  0.511  1.390  0.0526
H  0.917  -0.681  -0.588  0.1138
H  -0.007  -1.945  0.411  0.1287

Total energy = -265.690004 hartree
E_LUMO = -5.3 eV
ΔE to the lowest compared entry with this formula, charge and spin = 5.945 eV
Frontier orbital gap = 10.9 eV
Net charge = +1
SMILES string = CC/C=[N+]1C=N/1
F_max = 0.0931 hartree/bohr
Spin multiplicity = 1


Here is the ion C17H29N2O2 with charge +1 from OMol25. Energies are from the ωB97M-V functional and the def2-TZVPD basis.

Last column: Löwdin charge in e.
CARTESIAN COORDINATES (ANGSTROEM)
C  -3.108  1.367  -1.992  -0.1301
C  -2.053  1.471  -3.243  -0.2204
C  -0.547  0.876  -2.918  -0.1640
C  -0.027  1.147  -1.386  -0.0099
C  0.295  2.725  -0.944  0.0493
C  0.160  4.008  -1.987  -0.2325
O  -0.932  4.820  -2.025  0.0095
O  1.317  4.217  -2.902  0.0216
C  0.806  2.969  0.609  0.0932
C  0.935  1.655  1.600  -0.0630
C  1.413  1.959  3.166  -0.1406
C  0.210  1.386  4.160  -0.1812
C  0.929  0.187  5.078  -0.2819
N  -0.146  -0.723  5.680  -0.0625
N  0.635  0.253  1.117  0.1017
C  0.173  -0.087  -0.316  0.0081
C  -0.060  -1.680  -0.630  -0.2726
C  -1.566  -2.073  -1.146  -0.0896
C  1.007  -2.090  -1.825  -0.1982
C  1.789  -3.510  -1.573  -0.2486
C  0.843  -4.735  -1.029  -0.1434
H  -2.768  0.677  -1.109  0.0480
H  -3.436  2.413  -1.560  0.0900
H  -4.106  0.875  -2.423  0.0936
H  -2.028  2.574  -3.641  0.1129
H  -2.491  0.773  -4.106  0.1234
H  -0.579  -0.270  -3.225  0.0996
H  0.267  1.372  -3.636  0.1317
H  1.952  3.433  -2.860  0.1313
H  1.068  4.067  0.960  0.1336
H  2.438  1.444  3.396  0.1227
H  1.522  3.108  3.366  0.1250
H  -0.651  0.872  3.543  0.1080
H  -0.277  2.225  4.816  0.1258
H  1.596  -0.474  4.348  0.1068
H  1.567  0.745  5.897  0.1356
H  -0.443  -1.458  4.973  0.0756
H  0.327  -1.283  6.443  0.0796
H  0.754  -0.527  1.831  0.1561
H  0.137  -2.308  0.365  0.1421
H  -1.675  -2.113  -2.326  0.0976
H  -2.434  -1.437  -0.686  0.0798
H  -1.756  -3.195  -0.786  0.0959
H  0.439  -2.204  -2.868  0.1152
H  1.737  -1.160  -1.982  0.1248
H  2.216  -3.850  -2.629  0.1229
H  2.700  -3.272  -0.853  0.1186
H  1.429  -5.750  -1.237  0.0958
H  0.608  -4.642  0.122  0.0764
H  -0.188  -4.775  -1.625  0.0868

Total energy = -924.444034 hartree
E_LUMO = -4.9 eV
ΔE to the lowest compared entry with this formula, charge and spin = 13.889 eV
Frontier orbital gap = 7.4 eV
Net charge = +1
SMILES string = CCCc1c(C(=O)O)cc(CCCN)[nH+]c1[C@@H](C)CCC
F_max = 0.1949 hartree/bohr
Spin multiplicity = 1


Question: total energy of number 1 (C4H7N2)?
Answer: -265.690004 hartree


Question: The highest frontier orbital gap belongs to which entry?
Answer: C4H7N2


Question: What is the formula in the second record?
Answer: C17H29N2O2


Question: The lowest E_LUMO belongs to which entry?
Answer: C4H7N2